Entry 1:
This record from the OMol25 dataset describes 14 unconnected molecules or ions with the total composition C60H78F6O8 at a distorted geometry. The level of theory is ωB97M-V/def2-TZVPD.

The geometry in XYZ format:
```
152
Properties=species:S:1:pos:R:3:forces:R:3
F -4.581 7.114 -1.156 0.0 0.0 0.0
C -4.061 5.877 -1.292 0.0 0.1 -0.1
C -4.720 4.812 -0.718 -0.2 -0.1 0.3
C -4.182 3.543 -0.838 0.1 -0.3 -0.2
C -3.018 3.340 -1.562 0.4 0.3 -0.1
C -2.399 4.427 -2.170 0.2 -0.1 0.3
C -2.900 5.709 -2.020 0.0 0.0 -0.2
H -5.640 4.961 -0.167 0.0 0.2 0.0
H -4.685 2.699 -0.387 0.0 0.0 0.1
H -2.520 2.382 -1.649 -0.3 -0.2 0.1
H -1.473 4.284 -2.711 -0.1 0.0 -0.1
H -2.407 6.548 -2.496 -0.1 0.1 0.1
F 3.888 0.002 -2.227 0.2 0.0 0.0
C 4.330 1.276 -2.306 -0.2 0.1 0.5
C 4.608 1.790 -3.547 0.4 -0.2 -0.4
C 5.042 3.101 -3.650 0.0 -0.1 0.0
C 5.110 3.911 -2.519 0.0 0.2 -0.9
C 4.806 3.378 -1.293 0.0 -0.5 0.6
C 4.464 2.030 -1.159 -0.3 0.5 0.2
H 4.563 1.120 -4.397 -0.1 0.2 -0.1
H 5.358 3.469 -4.618 -0.2 0.1 0.0
H 5.387 4.949 -2.657 0.1 0.0 0.2
H 4.866 3.971 -0.388 0.0 0.1 -0.1
H 4.265 1.649 -0.166 -0.1 -0.3 -0.2
F -1.240 2.668 2.499 -0.1 0.0 0.0
C -0.465 2.960 3.572 0.1 -0.2 -0.1
C -1.064 3.074 4.805 0.1 0.2 0.2
C -0.256 3.388 5.893 -0.1 -0.1 0.1
C 1.113 3.548 5.737 -0.1 0.1 0.1
C 1.679 3.435 4.478 0.1 -0.1 -0.1
C 0.895 3.109 3.381 0.0 0.1 -0.1
H -2.129 2.930 4.925 0.0 0.0 -0.1
H -0.708 3.491 6.871 0.0 0.0 0.0
H 1.740 3.719 6.602 0.0 0.2 0.0
H 2.744 3.589 4.352 0.0 -0.1 0.0
H 1.315 2.960 2.394 0.0 0.1 0.0
F -0.332 -2.558 2.796 0.2 0.2 0.1
C 0.018 -3.669 3.495 -0.5 -0.4 -0.3
C -0.167 -3.699 4.856 0.2 0.3 0.3
C 0.101 -4.880 5.525 -0.3 -0.2 0.0
C 0.514 -6.006 4.830 0.2 0.0 0.3
C 0.699 -5.943 3.457 0.1 -0.4 0.1
C 0.418 -4.782 2.776 -0.1 0.6 -0.3
H -0.468 -2.823 5.415 -0.1 0.1 -0.2
H -0.088 -4.914 6.590 0.2 -0.1 0.0
H 0.715 -6.919 5.374 0.0 0.0 -0.1
H 1.051 -6.803 2.902 -0.1 0.0 0.0
H 0.456 -4.735 1.694 0.2 0.0 0.1
F 1.356 1.830 -7.105 0.0 0.0 0.0
C 1.250 2.421 -5.896 0.4 0.1 -0.1
C 1.390 3.795 -5.818 -0.3 0.0 -0.1
C 1.237 4.402 -4.581 0.3 -0.1 0.2
C 0.960 3.631 -3.453 0.5 0.1 0.0
C 0.962 2.251 -3.548 -0.8 -0.1 -0.1
C 1.096 1.630 -4.780 0.0 -0.2 -0.1
H 1.587 4.358 -6.720 0.0 0.0 0.0
H 1.441 5.461 -4.481 -0.3 0.0 0.0
H 0.817 4.078 -2.481 0.1 0.1 0.0
H 0.727 1.643 -2.683 0.2 0.1 0.1
H 1.090 0.552 -4.881 -0.1 0.1 0.0
F 2.420 1.072 7.699 0.1 0.0 -0.1
C 2.358 0.606 6.427 0.0 0.0 0.3
C 3.502 0.594 5.661 0.0 0.2 0.4
C 3.420 0.092 4.377 0.4 0.1 -0.2
C 2.226 -0.412 3.898 -0.2 0.4 -0.6
C 1.076 -0.317 4.667 0.1 -0.5 -0.2
C 1.142 0.169 5.956 -0.3 0.0 0.2
H 4.424 0.977 6.077 0.0 0.0 0.0
H 4.299 0.128 3.744 0.0 -0.3 0.0
H 2.190 -0.799 2.886 -0.1 0.0 0.1
H 0.140 -0.695 4.278 0.0 0.1 0.0
H 0.266 0.184 6.591 0.0 0.1 0.1
C -4.646 -1.807 -3.882 0.0 0.1 -0.3
C -3.372 -2.228 -3.190 -0.2 0.4 0.2
O -3.265 -3.311 -2.670 0.0 -0.3 -0.1
C -2.260 -1.214 -3.102 0.7 0.0 -0.2
H -4.972 -2.563 -4.596 0.1 -0.1 0.1
H -4.517 -0.866 -4.418 -0.1 0.0 0.1
H -5.428 -1.691 -3.133 0.1 0.0 0.1
H -1.935 -0.886 -4.096 -0.2 0.0 0.0
H -1.392 -1.661 -2.611 -0.1 0.0 0.1
H -2.549 -0.318 -2.551 -0.3 -0.1 0.0
C 1.639 -2.143 -3.965 0.3 0.0 0.2
C 2.543 -3.309 -4.315 -0.2 0.0 0.0
O 2.993 -4.041 -3.466 0.0 0.1 0.0
C 2.802 -3.569 -5.783 -0.1 -0.5 -0.1
H 1.735 -1.343 -4.699 -0.1 -0.1 0.0
H 1.864 -1.774 -2.962 0.1 0.0 -0.1
H 0.605 -2.495 -3.928 0.0 0.0 -0.2
H 3.704 -3.071 -6.139 0.0 0.2 0.1
H 1.961 -3.259 -6.404 0.0 0.1 0.0
H 2.956 -4.643 -5.906 0.0 0.1 0.0
C -0.532 5.369 0.801 -0.6 0.0 0.2
C 0.710 4.861 0.135 -0.3 0.2 -0.4
O 0.839 3.691 -0.142 0.1 -0.3 0.1
C 1.741 5.878 -0.271 0.5 0.0 -0.1
H -1.252 4.561 0.908 0.0 -0.1 -0.1
H -0.980 6.152 0.185 0.1 0.0 0.0
H -0.377 5.790 1.798 0.3 0.1 -0.1
H 2.495 5.440 -0.927 0.0 -0.2 0.2
H 2.230 6.246 0.636 0.0 0.1 -0.1
H 1.316 6.726 -0.812 -0.2 0.0 0.3
C 4.530 -2.719 -0.777 0.6 -0.2 0.5
C 4.047 -2.366 0.606 -0.2 0.2 -0.2
O 4.485 -1.410 1.218 0.0 -0.1 0.0
C 2.934 -3.205 1.147 -0.7 -0.4 0.1
H 4.645 -3.800 -0.857 -0.2 0.0 -0.2
H 5.507 -2.258 -0.918 -0.1 0.1 -0.2
H 3.824 -2.374 -1.527 -0.1 -0.1 0.0
H 2.667 -2.951 2.172 0.2 0.0 0.0
H 3.130 -4.277 1.071 0.2 0.1 0.0
H 2.025 -3.067 0.544 0.2 0.2 -0.1
C -3.417 -2.476 2.782 -0.4 -0.1 0.6
C -3.345 -3.591 1.763 0.0 0.2 -0.1
O -3.930 -4.630 1.960 -0.1 -0.1 0.1
C -2.529 -3.383 0.523 -0.2 -0.4 0.0
H -2.956 -1.534 2.505 0.2 -0.1 -0.1
H -2.988 -2.840 3.719 0.2 0.0 -0.1
H -4.470 -2.303 3.029 0.0 0.0 -0.2
H -2.936 -4.043 -0.238 0.0 0.1 -0.1
H -1.509 -3.711 0.743 0.1 0.3 0.0
H -2.528 -2.353 0.176 0.1 0.0 0.0
C -1.905 -6.449 -1.178 0.1 -0.6 0.1
C -0.565 -5.787 -0.963 -0.5 -0.2 -0.5
O 0.216 -6.215 -0.145 0.2 0.1 0.3
C -0.252 -4.627 -1.858 0.8 1.1 0.8
H -1.729 -7.226 -1.934 -0.1 0.1 0.0
H -2.697 -5.798 -1.538 0.1 0.2 -0.1
H -2.226 -6.967 -0.276 0.0 0.1 0.1
H 0.637 -4.112 -1.474 0.1 -0.3 -0.2
H -1.036 -3.875 -1.763 -0.3 -0.2 -0.4
H -0.071 -4.893 -2.897 -0.3 -0.2 -0.1
C 1.534 0.303 -0.267 -0.2 0.0 0.1
C 0.304 -0.546 -0.063 0.0 0.0 -0.4
O 0.302 -1.685 -0.485 -0.1 -0.1 0.2
C -0.944 0.072 0.519 0.2 0.2 0.2
H 2.389 -0.182 0.207 0.0 0.0 0.0
H 1.429 1.331 0.074 0.0 0.0 0.1
H 1.703 0.300 -1.343 0.2 0.0 0.0
H -1.713 0.062 -0.256 -0.1 0.0 0.1
H -0.767 1.091 0.858 -0.1 0.0 -0.1
H -1.296 -0.518 1.365 0.0 -0.1 -0.1
C -6.914 -0.261 0.512 0.1 -0.2 0.2
C -5.440 -0.029 0.291 0.0 0.1 -0.1
O -4.883 -0.368 -0.729 0.0 0.0 -0.1
C -4.683 0.625 1.407 0.5 0.4 0.4
H -7.148 -0.206 1.575 -0.1 0.0 0.0
H -7.181 -1.243 0.125 0.0 0.0 0.0
H -7.502 0.489 -0.016 0.1 0.1 0.0
H -5.200 1.481 1.848 -0.2 -0.1 -0.1
H -3.697 0.967 1.092 0.0 -0.1 -0.2
H -4.527 -0.096 2.211 -0.2 0.0 0.0
```
Forces are in eV/Å.

Molar mass, g/mol: 1041.26
Spin multiplicity: 1
Kohn-Sham gap, eV: 9.2669
Energy above the lowest of the compared OMol25 structures with the same formula, charge and spin, eV: 0.000

---

Entry 2:
This record from the OMol25 dataset describes 12 unconnected molecules or ions with the total composition C60H78F8N18O22S8 at a distorted geometry. The level of theory is ωB97M-V/def2-TZVPD.

The geometry in XYZ format:
```
194
Properties=species:S:1:pos:R:3:forces:R:3
C -2.409 -5.039 -0.771 -1.7 0.3 0.6
C -2.455 -3.504 -0.536 1.1 -0.1 0.0
N -3.807 -2.926 -0.253 -2.7 1.8 0.9
C -4.973 -3.425 -0.804 -1.7 -0.8 1.0
C -6.081 -2.932 -0.126 1.1 1.1 -0.6
N -5.657 -1.870 0.677 2.9 -1.8 -0.5
C -4.270 -1.896 0.572 0.0 -1.6 0.5
C -6.464 -1.157 1.723 0.6 0.4 -1.0
H -3.338 -5.315 -1.271 0.5 -0.3 -0.9
H -2.560 -5.631 0.131 0.3 0.4 0.5
H -1.485 -5.392 -1.228 -0.2 0.4 -0.4
H -2.044 -2.971 -1.393 -0.2 -0.1 -0.1
H -1.725 -3.319 0.251 -0.6 0.6 0.3
H -5.017 -4.180 -1.575 0.2 0.0 0.2
H -7.129 -3.191 -0.142 0.2 0.0 -0.4
H -3.575 -1.400 1.234 -0.3 0.3 -0.1
H -7.183 -1.823 2.200 0.6 -0.3 0.1
H -7.043 -0.360 1.258 0.2 0.0 -0.3
H -5.743 -0.691 2.395 -0.3 -0.4 0.2
C 4.633 -9.468 2.380 0.8 -0.9 1.0
C 4.544 -7.958 2.536 0.8 -0.4 0.4
N 3.167 -7.547 2.359 -1.8 0.6 3.2
C 2.614 -7.367 1.173 -3.1 1.5 -0.7
C 1.288 -6.932 1.411 1.0 -0.1 -1.4
N 1.065 -6.845 2.755 2.5 -1.9 -1.0
C 2.166 -7.352 3.355 1.4 1.1 -1.3
C -0.112 -6.312 3.381 -1.2 0.4 0.5
H 5.562 -9.821 2.827 0.2 0.1 0.0
H 4.622 -9.913 1.385 -0.1 0.8 -0.3
H 3.862 -10.018 2.920 -0.2 0.4 0.2
H 5.295 -7.438 1.943 -0.9 0.0 -1.6
H 4.956 -7.453 3.410 -0.7 -1.1 1.2
H 3.189 -7.431 0.261 -0.3 -0.1 0.0
H 0.518 -6.676 0.698 0.2 0.1 0.0
H 2.216 -7.397 4.432 0.6 -0.2 -0.2
H -0.127 -6.479 4.458 0.2 -0.2 -0.1
H -1.026 -6.740 2.969 0.2 -0.2 -0.1
H -0.183 -5.238 3.211 0.2 0.0 -0.1
C 3.543 6.472 2.090 -0.8 -0.6 0.5
N 3.701 4.987 1.955 -0.1 -0.2 1.2
C 4.116 4.192 2.999 0.5 0.2 -1.4
C 4.114 2.829 2.853 0.0 -0.7 -0.1
C 3.741 2.176 1.652 -0.4 1.6 0.8
C 3.123 3.027 0.732 0.6 -0.1 -0.6
C 3.141 4.412 0.893 0.0 -0.8 -0.1
C 4.040 0.739 1.474 -0.3 -1.3 0.6
C 4.841 0.298 0.425 -0.5 -2.0 0.8
C 5.164 -1.090 0.379 -1.1 0.9 1.2
N 4.658 -2.011 1.273 -0.9 3.1 1.3
C 3.848 -1.600 2.321 0.7 3.3 -1.1
C 3.584 -0.214 2.466 0.6 -0.8 -1.9
C 5.142 -3.374 1.319 0.4 0.7 -0.7
H 3.917 7.005 1.216 0.4 -0.2 0.3
H 3.922 6.775 3.066 0.4 0.1 -0.4
H 2.461 6.597 2.129 0.0 0.3 -0.1
H 4.686 4.612 3.815 -0.5 0.5 0.1
H 4.470 2.247 3.690 0.3 0.0 0.0
H 2.712 2.649 -0.193 -0.1 -0.1 0.0
H 2.708 5.080 0.163 -0.1 0.0 -0.1
H 5.270 0.874 -0.382 0.0 0.4 0.0
H 5.907 -1.299 -0.377 -0.1 -1.1 -0.2
H 3.529 -2.262 3.113 0.1 -0.5 -0.5
H 2.945 0.146 3.259 0.1 -0.2 0.2
H 5.522 -3.372 0.298 0.4 -1.8 0.2
H 4.318 -4.041 1.572 0.1 -0.1 -0.6
H 5.898 -3.369 2.104 0.3 -0.5 -0.3
C -1.806 4.576 -3.021 -0.3 -0.2 0.1
N -1.941 5.875 -2.377 0.3 1.1 -2.0
C -2.491 5.874 -1.188 0.9 1.4 1.1
C -2.583 7.083 -0.488 -1.0 -0.3 -0.7
C -2.291 8.303 -1.130 1.1 -0.8 0.8
C -1.752 8.232 -2.433 0.0 0.0 0.4
C -1.573 7.013 -3.046 -0.9 -0.4 1.0
C -2.332 9.615 -0.385 -0.6 0.3 -0.4
C -2.150 9.692 1.012 -0.7 1.0 0.3
C -2.444 10.877 1.697 0.0 0.9 -0.4
N -2.662 12.052 1.070 -0.3 -2.6 -2.2
C -2.865 11.990 -0.306 1.3 -0.3 1.1
C -2.703 10.805 -1.079 -0.2 1.6 2.6
C -2.742 13.328 1.787 -0.5 0.4 -0.8
H -1.023 4.643 -3.776 0.0 -0.4 0.2
H -2.775 4.309 -3.442 0.2 -0.1 -0.2
H -1.638 3.920 -2.166 0.5 -0.5 -0.7
H -2.651 4.884 -0.786 -0.5 0.2 0.3
H -3.027 6.943 0.487 0.1 0.7 0.3
H -1.396 9.133 -2.909 -0.1 0.0 -0.2
H -1.240 6.882 -4.065 0.3 0.0 0.1
H -1.820 8.916 1.687 -0.1 -0.7 -0.5
H -2.612 11.022 2.754 0.8 -0.8 0.3
H -3.041 12.993 -0.666 -0.2 -0.2 -0.8
H -2.921 10.966 -2.125 0.1 -0.7 -0.1
H -2.799 13.218 2.870 -0.1 -0.2 -0.2
H -3.645 13.769 1.364 0.1 0.5 0.6
H -1.872 13.920 1.505 -0.1 0.0 0.1
C -2.627 3.741 1.939 -0.3 0.1 -0.7
N -2.027 2.587 2.572 1.5 -1.1 0.7
C -0.765 2.191 2.234 0.2 0.7 1.2
C -0.006 1.360 3.058 -0.3 0.3 -1.7
C -0.599 0.747 4.125 -1.8 1.2 -0.3
C -1.911 1.107 4.413 -1.3 0.5 -0.3
C -2.642 2.040 3.635 1.7 -1.3 0.6
C 0.069 -0.179 4.990 0.5 -0.7 0.7
C 0.656 -1.310 4.482 1.2 -0.8 -0.7
C 1.420 -2.118 5.290 -0.2 -1.2 1.1
N 1.492 -1.947 6.613 -1.1 3.8 0.2
C 0.919 -0.809 7.184 -1.1 -1.0 -2.5
C 0.131 0.038 6.348 1.4 -1.1 2.7
C 2.136 -2.826 7.546 0.6 -0.7 0.3
H -2.019 3.955 1.060 -0.3 0.1 0.1
H -2.541 4.574 2.637 -0.1 -0.1 -0.2
H -3.655 3.476 1.690 0.0 0.2 -0.1
H -0.243 2.716 1.447 -0.5 0.1 -0.4
H 1.021 1.198 2.767 0.0 -0.2 -0.1
H -2.355 0.623 5.270 -0.5 0.1 -0.1
H -3.644 2.378 3.858 0.0 -0.1 0.0
H 0.600 -1.572 3.435 -0.2 0.2 -0.4
H 1.932 -3.037 5.044 -0.2 0.0 -0.9
H 1.018 -0.755 8.258 -0.1 0.3 0.0
H -0.424 0.813 6.856 0.1 0.3 -0.2
H 1.321 -3.164 8.187 0.6 -0.2 0.4
H 2.923 -2.255 8.039 -0.2 -0.2 0.4
H 2.618 -3.670 7.054 -0.3 0.0 -0.1
C -1.711 -5.165 -10.028 -0.7 0.2 -0.1
N -1.203 -4.202 -8.982 -0.6 -2.7 -0.2
C -0.916 -4.680 -7.769 0.3 0.8 1.3
C -0.429 -3.785 -6.826 0.3 -1.3 0.6
C -0.318 -2.423 -7.060 0.1 -1.0 1.8
C -0.757 -1.985 -8.253 0.0 0.7 -0.8
C -1.130 -2.927 -9.181 -0.7 2.7 -2.3
C 0.116 -1.480 -6.001 0.0 0.0 1.9
C -0.338 -1.553 -4.652 0.7 2.2 -0.1
C 0.007 -0.464 -3.743 -0.3 -4.2 -2.5
N 0.833 0.475 -4.197 -1.7 0.6 2.0
C 1.341 0.527 -5.409 1.3 -2.2 -1.8
C 1.063 -0.511 -6.318 -0.7 1.0 0.3
C 1.110 1.566 -3.266 1.1 0.8 0.5
H -1.225 -5.083 -11.000 0.7 0.1 0.5
H -2.755 -4.963 -10.264 -0.1 0.3 0.4
H -1.673 -6.177 -9.625 0.3 0.2 -0.1
H -1.191 -5.696 -7.525 0.5 -0.1 -0.2
H -0.092 -4.177 -5.878 -0.1 -0.2 0.2
H -0.784 -0.915 -8.398 -0.2 -0.1 -0.8
H -1.465 -2.606 -10.156 0.1 0.1 -0.2
H -0.962 -2.375 -4.334 0.0 0.1 0.3
H -0.224 -0.591 -2.696 -0.2 0.7 0.2
H 2.185 1.188 -5.537 -0.3 0.5 -0.3
H 1.449 -0.575 -7.324 0.5 0.6 0.1
H 0.448 1.653 -2.403 -0.4 -0.6 -0.4
H 1.077 2.497 -3.832 0.3 0.0 0.1
H 2.097 1.360 -2.852 0.2 0.3 -0.1
N 5.739 -1.960 -3.678 3.5 -0.8 -2.3
S 5.715 -0.446 -3.766 -4.4 7.5 1.8
O 5.804 0.291 -5.034 0.0 -1.7 1.8
O 6.219 0.293 -2.602 -0.5 -0.8 -0.8
F 4.104 -0.361 -3.434 -0.5 0.3 -0.2
S 7.328 -1.842 -4.361 6.0 -6.0 -0.2
O 8.315 -1.236 -3.486 -1.8 0.4 -0.7
O 7.624 -1.766 -5.778 -1.9 -0.1 1.8
F 7.695 -3.440 -3.989 -1.1 1.4 -0.7
N -3.211 -4.895 4.075 -2.5 -1.6 -3.0
S -3.430 -3.523 4.678 0.4 6.9 3.8
O -4.400 -3.431 5.758 1.1 -0.5 -1.5
O -3.306 -2.303 3.861 0.0 -1.8 0.4
F -2.002 -3.433 5.433 0.4 -0.4 0.3
S -4.710 -5.014 3.308 -4.8 -2.0 -2.6
O -5.451 -3.758 2.863 3.1 -3.5 1.6
O -5.562 -6.099 3.787 2.0 2.3 0.2
F -4.278 -5.701 1.897 0.8 1.0 0.7
N -3.909 2.815 -1.624 -3.2 0.9 0.3
S -3.694 1.407 -1.086 2.4 -7.3 1.0
O -4.553 0.337 -1.668 1.4 2.6 1.5
O -3.354 1.299 0.328 -0.2 0.2 -1.4
F -2.298 1.113 -1.772 0.5 0.3 -0.5
S -5.526 2.826 -1.088 -5.9 3.3 -0.5
O -5.731 2.447 0.335 0.6 0.3 -3.5
O -6.666 2.702 -2.078 4.4 -0.8 3.0
F -5.506 4.416 -0.993 0.3 0.6 0.3
N 2.693 -4.252 -2.554 -2.3 -3.0 -2.0
S 1.900 -3.575 -1.444 2.1 4.4 5.0
O 2.065 -4.201 -0.109 -1.2 1.5 -2.1
O 0.680 -2.857 -1.819 1.4 -1.2 0.9
F 3.101 -2.416 -1.355 -1.4 0.1 0.5
S 1.565 -5.427 -2.846 0.9 -2.8 -3.5
O 0.519 -5.104 -3.827 0.9 0.1 2.3
O 1.336 -6.268 -1.686 -0.7 1.0 -1.2
F 2.468 -6.332 -3.774 0.2 0.2 0.5
N -0.113 5.878 0.944 2.5 3.0 2.7
O -0.496 5.689 2.094 -1.3 -0.1 1.4
O 0.380 6.999 0.657 -0.6 0.5 -0.6
O 0.013 4.962 0.197 -0.3 -3.5 -3.5
N 0.004 -0.642 0.414 0.4 -1.2 1.7
O -1.156 -0.877 0.108 -0.1 0.0 -0.3
O 0.628 0.315 -0.059 0.5 0.9 -0.6
O 0.591 -1.373 1.294 -0.3 0.6 -0.5
```
Forces are in eV/Å.

Molar mass, g/mol: 1811.91
Charge: +4
Spin multiplicity: 1
Kohn-Sham gap, eV: 5.6403

---

| no. | E_HOMO (eV) |
| --- | --- |
| 1 | -8.93 |
| 2 | -14.78 |